ORCA calculation (ωB97M-V/def2-TZVPD) on a molecular structure, C18H17F6O3S2.

Output
- net charge = -1
- energy relative to the best compared isomer or geometry (same formula, charge and spin) (kJ/mol) = 179.0
- orbital gap (eV) = 3.83
- E_tot (eV) = -63053.8004

XYZ file:
```
46
Properties=species:S:1:pos:R:3:forces:R:3:nbo_charge:R:1
C 0.898759 -1.963809 -0.998007 -1.175 -0.734 -0.027 -0.659
C 2.094745 -1.510526 -0.252412 2.569 1.178 -1.106 0.147
C 2.764075 -2.468327 0.665087 -0.434 -1.087 0.354 -0.635
C 2.993082 0.049311 -0.717663 -1.547 -2.900 2.242 0.267
C 3.891391 0.914355 0.006312 0.245 0.747 0.555 -0.367
C 3.886782 2.212814 -0.460528 0.403 -0.417 -0.590 -0.196
C 3.544119 2.452672 -1.808950 -0.066 1.228 -0.401 -0.458
C 2.999872 1.440239 -2.606142 0.057 -0.778 -0.189 -0.200
C 2.684795 0.216783 -2.074894 0.391 0.613 -1.833 -0.390
O 1.923732 -0.191668 0.158271 -1.851 0.609 1.568 -0.607
S -2.332612 -0.983163 2.659685 2.795 -0.785 1.857 0.247
C -0.729797 -0.483235 3.393036 1.347 -0.068 0.650 0.847
F -0.934472 -0.288683 4.750005 0.366 -0.430 -1.427 -0.339
F 0.232051 -1.466561 3.253045 -1.482 1.415 0.360 -0.316
F -0.195993 0.665728 2.910368 -0.703 -1.281 0.623 -0.310
H 1.046321 -2.752105 -1.762348 0.179 0.394 0.206 0.199
H 0.192767 -2.427652 -0.252869 0.158 0.169 -0.316 0.173
H 0.359288 -1.101853 -1.438647 0.507 -0.625 0.137 0.232
H 3.370047 -3.229011 0.114139 -0.224 0.613 0.347 0.196
H 3.372087 -2.003903 1.457687 -0.154 -0.010 -0.494 0.217
H 1.960692 -3.070942 1.163927 0.390 0.137 0.150 0.161
H 4.054084 0.674284 1.061838 -0.003 0.119 -0.378 0.193
H 4.088984 3.075169 0.183010 0.529 -0.388 -0.131 0.186
H 3.811692 3.399152 -2.279293 -0.217 -0.015 0.224 0.181
H 2.846364 1.545880 -3.671698 -0.016 0.488 -0.195 0.180
H 2.258942 -0.625721 -2.628286 0.171 0.682 -0.070 0.199
F -6.485946 -1.385551 1.666061 0.659 0.331 0.085 -0.306
C -5.277477 -0.930480 2.032623 -0.669 -0.298 0.802 0.757
F -5.362712 0.398036 2.288443 0.142 -1.067 -0.441 -0.314
F -4.934756 -1.548298 3.180168 -0.561 0.206 -0.789 -0.308
S -4.066537 -1.234892 0.586624 2.020 0.653 -0.878 1.946
C -2.501985 0.006897 1.265457 -2.634 0.814 -2.682 -0.455
C -1.672063 0.522158 0.073501 0.850 0.037 -0.807 -0.131
C -0.740732 1.563942 0.237004 -0.425 0.289 0.687 -0.114
C -0.209730 2.330610 -0.802509 -0.324 -0.463 -0.262 -0.201
C -0.600718 2.033798 -2.115482 0.100 -0.380 0.029 -0.181
C -1.443704 0.930589 -2.336171 0.177 -0.005 0.311 -0.227
C -1.930258 0.168523 -1.258205 -0.424 -0.284 -0.060 -0.185
O -3.553626 -2.588820 0.442242 -1.043 1.304 0.857 -0.863
O -4.772817 -0.643873 -0.515144 -0.225 0.068 0.404 -0.893
H -3.136653 0.860113 1.548688 0.224 -0.152 -0.095 0.227
H -0.463328 1.795183 1.250146 0.150 0.322 -0.104 0.211
H 0.511353 3.133707 -0.586689 -0.366 -0.578 -0.147 0.236
H -0.181600 2.600762 -2.963200 -0.324 -0.336 0.540 0.223
H -1.724307 0.631288 -3.357572 0.234 0.162 0.577 0.214
H -2.534203 -0.722923 -1.460657 0.206 0.505 -0.144 0.213
```
Positions in Å, forces in eV/Å.